1.
C23H41AuN5S2Si3 as an isolated structure, computed with ωB97M-V/def2-TZVPD.

Geometry as XYZ:
```
75
Properties=species:S:1:pos:R:3:lowdin_spin:R:1
Au -0.48 0.58 0.84 0.453
S 1.45 1.11 2.18 0.091
S -0.84 -1.94 1.06 0.466
Si -1.69 0.54 -2.15 0.059
Si 1.25 1.70 -1.91 0.052
Si -1.24 3.38 -0.78 0.056
N -2.67 0.32 0.43 0.098
N 0.77 -0.99 3.72 0.005
N 0.55 -3.98 0.24 0.033
N 2.97 -0.37 3.71 0.012
N 1.85 -2.09 0.91 0.010
C 2.91 -4.06 0.08 0.009
C 2.11 0.08 -1.54 0.009
C 3.38 -1.46 4.60 0.002
C 1.49 -6.05 -0.57 -0.001
C -4.83 -0.32 1.17 0.005
C -4.32 -0.26 -1.16 0.001
C -1.00 4.49 -2.27 0.033
C -2.52 1.34 -3.61 0.020
C 1.66 -4.65 -0.06 0.002
C 2.44 -2.63 4.38 0.000
C 1.16 1.95 -3.76 0.026
C 2.30 3.04 -1.16 -0.002
C 1.01 -2.16 4.57 0.000
C -0.38 4.10 0.71 0.015
C 2.95 -2.77 0.57 -0.001
C -0.97 -1.10 -2.65 0.000
C -0.52 1.69 -1.27 0.449
C 0.70 -2.74 0.70 0.040
C -3.03 0.15 -0.86 0.006
C -5.23 -0.51 -0.14 0.000
C -3.07 3.38 -0.40 -0.002
C 1.73 -0.20 3.26 0.021
C -3.54 0.10 1.42 0.009
H -6.23 -0.84 -0.37 0.000
H 0.69 1.10 -4.26 0.000
H 0.60 4.51 0.48 0.000
H 2.43 -6.59 -0.59 0.000
H -5.51 -0.49 2.00 0.001
H 2.17 2.05 -4.16 0.004
H -1.79 1.69 -4.33 0.000
H 3.82 -4.58 -0.18 0.001
H 0.82 -1.90 5.61 0.000
H 1.95 4.05 -1.38 0.000
H 0.30 -2.93 4.28 0.000
H 3.16 0.15 -1.84 0.001
H -1.55 5.42 -2.10 0.005
H -0.99 4.92 1.12 0.001
H -3.19 0.27 2.43 0.001
H -0.51 -1.62 -1.80 0.000
H 3.89 -2.24 0.70 0.000
H 1.08 -6.02 -1.58 0.000
H -0.12 -0.90 3.26 0.002
H 2.57 -3.01 3.36 0.000
H 2.67 -3.44 5.07 0.000
H -4.61 -0.40 -2.20 0.000
H 1.66 -0.76 -2.06 0.000
H 2.08 -0.13 -0.47 -0.001
H 4.41 -1.73 4.36 0.000
H -3.28 3.01 0.60 0.000
H -3.42 4.41 -0.46 0.000
H 3.35 -1.12 5.64 0.000
H -0.22 -0.99 -3.44 0.000
H -3.16 0.60 -4.12 0.003
H -1.77 -1.74 -3.04 0.000
H -1.39 4.04 -3.18 0.000
H 0.78 -6.59 0.06 0.000
H 0.05 4.75 -2.45 0.000
H 3.67 0.26 3.34 0.001
H 2.38 2.94 -0.07 0.000
H -0.25 3.37 1.52 0.005
H -3.67 2.79 -1.11 0.000
H -3.14 2.18 -3.31 0.000
H 3.32 2.95 -1.56 0.000
H 0.61 2.86 -4.02 0.000
```

Results
* ΔE to the lowest compared entry with this formula, charge and spin: 0.000 eV
* spin multiplicity: 3
* E_HOMO (spin up / spin down): -10.40 / -11.22 eV
* charge: +1
* Kohn-Sham gap (spin up / spin down): 8.27 / 6.05 eV
* LUMO (spin up / spin down): -2.13 / -5.17 eV

2.
C23H41CeCl3N3O3Si as an isolated structure, computed with ωB97M-V/def2-TZVPD.

Geometry as XYZ:
```
75
Properties=species:S:1:pos:R:3:lowdin_spin:R:1
Ce -1.36 -1.28 0.52 1.007
Cl -3.50 -2.46 1.42 -0.002
Cl -2.15 1.01 -0.41 -0.001
Cl 0.34 -1.05 -1.53 -0.003
Si -3.21 1.29 -2.48 0.000
O -0.65 3.38 -1.39 0.000
O -1.46 0.35 2.28 -0.002
O -1.47 -3.50 -0.38 -0.002
N -1.23 2.60 2.73 0.000
N -2.30 -5.27 -1.59 0.000
N 0.73 -1.92 1.62 -0.001
C 3.52 1.66 1.07 0.000
C 2.71 2.01 -1.18 0.000
C -4.95 0.71 -1.96 0.000
C 0.55 5.35 -0.07 0.000
C -3.21 2.92 -3.30 0.000
C -2.96 -5.96 -0.48 0.000
C -2.50 -5.88 -2.90 0.000
C 3.06 -2.83 2.37 0.001
C 1.41 2.81 0.71 0.000
C 4.09 -2.84 1.21 0.000
C -1.54 -4.21 -1.44 0.000
C 2.43 2.38 1.59 0.000
C -2.54 -0.18 -3.42 0.000
C -0.54 3.54 3.60 0.000
C -0.28 5.65 -2.42 0.000
C 0.15 4.75 -1.28 0.000
C -0.78 1.35 2.64 0.000
C 1.75 -2.34 1.97 0.004
C -2.49 3.07 2.12 0.000
C 1.61 2.71 -0.67 0.000
C 0.72 3.38 -1.63 0.000
C 0.19 6.72 0.36 0.000
C 3.63 1.45 -0.32 0.000
H 4.30 1.31 1.77 0.000
H -4.90 -0.04 -1.15 0.000
H -3.13 -5.27 0.35 0.000
H 1.40 4.98 0.48 0.000
H -2.20 3.21 -3.60 0.000
H 4.48 0.88 -0.72 0.000
H -1.28 4.13 4.15 0.000
H -0.93 -3.94 -2.31 0.000
H 3.43 -2.20 3.19 0.000
H 0.65 6.88 1.35 0.000
H -1.94 -6.82 -3.01 0.000
H -2.32 3.41 1.09 0.000
H 0.56 7.50 -0.34 0.000
H -3.56 -6.12 -3.05 0.000
H -2.78 -1.14 -2.95 0.000
H 0.09 2.97 4.30 0.000
H -2.36 -6.81 -0.15 0.000
H 0.55 3.36 1.10 0.000
H -2.83 3.93 2.70 0.000
H 0.28 1.22 2.91 0.000
H -3.91 -6.36 -0.84 0.000
H 2.94 -3.85 2.78 0.000
H 2.36 2.65 2.66 0.000
H 0.42 6.49 -2.53 0.000
H 1.08 3.31 -2.66 0.000
H 5.00 -3.39 1.44 0.000
H -1.27 6.07 -2.18 0.000
H -2.98 -0.19 -4.43 0.000
H -1.46 -0.13 -3.52 0.000
H 4.37 -1.81 0.95 0.000
H -2.16 -5.18 -3.68 0.000
H -0.37 5.10 -3.37 0.000
H -3.82 2.86 -4.21 0.000
H 0.10 4.23 3.03 0.000
H -5.50 0.25 -2.79 0.000
H -3.24 2.29 2.13 0.000
H 3.64 -3.29 0.31 0.000
H -0.90 6.85 0.50 0.000
H -5.56 1.54 -1.59 0.000
H -3.62 3.71 -2.66 0.000
H 2.79 1.96 -2.26 0.000
```

Results
* spin multiplicity: 2
* E_HOMO (spin up / spin down): -3.88 / -3.88 eV
* charge: 0
* Kohn-Sham gap (spin up / spin down): 3.87 / 3.87 eV
* LUMO (spin up / spin down): -0.01 / -0.01 eV

Number 1: molecular weight 732.98 g/mol, E -80960.6396 eV. Number 2: molecular weight 682.16 g/mol, E -93504.8373 eV.